1.
ORCA calculation (ωB97M-V/def2-TZVPD) on a structure of composition C26H37AsN3NiO2Si.

- LUMO level (spin up / spin down): -3.67 / -3.83 eV
- ⟨S²⟩: 2.007
- Molar mass: 585.30 u
- HOMO level (spin up / spin down): -10.218 / -10.149 eV
- E_tot: -5361.10976 hartree

Structure (ORCA input):
```
! RIJCOSX wB97M-V def2-TZVPD def2/J DEFGRID3
* xyz 1 3
Ni 0.25998 -0.79270 -0.57340
C 2.92234 1.74542 0.35466
C 2.43461 1.59895 -1.05615
C 2.85935 2.42431 -2.07265
C 2.38613 2.18282 -3.37167
C 1.53253 1.14341 -3.63365
C 1.12062 0.32643 -2.55420
N 1.57325 0.60213 -1.29343
N 0.30829 -0.73644 -2.54292
Si -0.76575 -1.35359 -3.76459
C 0.15333 -1.59221 -5.38328
C -2.21148 -0.19830 -4.00834
C -1.36343 -2.99875 -3.11730
H 4.00875 1.80985 0.38023
H 2.62262 0.87982 0.94717
H 2.52868 2.64707 0.82862
H 3.55162 3.22747 -1.87013
H 2.71049 2.82195 -4.18176
H 1.18096 0.93304 -4.63079
H 0.13336 -0.70461 -6.01436
H -0.28838 -2.40123 -5.96537
H 1.19902 -1.85134 -5.20853
H -1.86916 0.78525 -4.33396
H -2.75518 -0.06914 -3.07120
H -2.91353 -0.56273 -4.75621
H -0.55487 -3.73254 -3.09583
H -2.14046 -3.40289 -3.76567
H -1.78314 -2.90316 -2.11317
C -0.60464 3.17207 0.62440
O -1.48401 2.84180 1.69953
C -0.95253 3.01598 2.94970
C -1.29702 4.13906 3.69148
C -0.78819 4.32395 4.96627
C 0.07351 3.38554 5.51730
C 0.40483 2.25036 4.79930
C -0.11757 2.05706 3.52602
N 0.27696 0.89124 2.80819
C -0.46174 0.06885 2.07397
C -1.83835 -0.10837 1.97894
C -2.75870 0.33457 2.98601
C -4.05273 -0.06465 2.95942
C -4.50201 -0.90298 1.89834
C -3.67948 -1.31402 0.90083
C -2.31171 -0.89944 0.87167
O -1.59565 -1.19754 -0.13661
H -0.25056 4.20096 0.72094
H -1.18546 3.06671 -0.28867
H 0.25417 2.49499 0.59412
H -1.96466 4.85687 3.23597
H -1.06109 5.20461 5.52905
H 0.47804 3.52992 6.50859
H 1.05190 1.49982 5.23226
H 1.26547 0.68874 2.84840
H 0.13084 -0.63275 1.46488
H -2.39313 0.95623 3.79047
H -4.74199 0.23549 3.73420
H -5.54105 -1.20861 1.88576
H -4.03251 -1.92564 0.08269
C 2.94915 -2.55889 1.24304
As 1.57836 -2.75449 -0.11575
C 0.60835 -4.31734 0.47636
C 2.56548 -3.36328 -1.65390
H 3.54789 -3.46614 1.32502
H 2.47427 -2.36836 2.20606
H 3.59613 -1.72147 0.98298
H 1.30129 -5.14660 0.62502
H -0.13650 -4.59061 -0.26892
H 0.10194 -4.08774 1.41288
H 3.06470 -4.30059 -1.40318
H 3.30049 -2.60641 -1.92364
H 1.88693 -3.50718 -2.49152
*
```

Löwdin population analysis, charges in e, atoms 1 to 8: atom 1 (Ni): 0.467, atom 2 (C): -0.032, atom 3 (C): -0.343, atom 4 (C): -0.043, atom 5 (C): -0.050, atom 6 (C): -0.008, atom 7 (C): -0.418, atom 8 (N): 0.052

***

2.
ORCA calculation (ωB97M-V/def2-TZVPD) on a structure of composition C26H39Br39O5P in a non-equilibrium geometry.

- LUMO level: 0.72 eV
- Molar mass: 3578.82 u
- HOMO level: -4.751 eV
- E_tot: -102117.96724 hartree

Structure (ORCA input):
```
! RIJCOSX wB97M-V def2-TZVPD def2/J DEFGRID3
* xyz -1 1
C -3.36645 -4.11433 1.01119
C -2.47426 -3.38425 1.79542
C -2.82787 -3.15804 3.22744
C -2.19897 -1.91609 3.87179
O -2.87155 -0.81167 3.29492
P -4.09211 -0.15932 4.30228
O -3.10382 1.24242 4.69341
O -3.46963 -1.06654 5.64945
C -2.33026 -1.84872 5.39939
C -1.15855 -0.93918 5.87468
C 0.09243 -1.74108 6.23841
C 1.39913 -0.94719 6.33163
C 1.63210 0.08597 5.23970
C 2.97581 0.79906 5.41281
C 3.06977 2.00041 4.46684
O 3.68698 1.62898 3.22499
C 2.87466 1.59994 2.14253
C 3.03921 0.35716 1.31223
O 2.11617 2.48767 1.84382
H -3.12084 -5.12487 0.70713
H -4.29892 -3.60688 0.79848
H -1.55344 -2.96834 1.37995
H -3.92083 -3.06920 3.27621
H -2.50832 -4.07117 3.74283
H -1.17323 -1.79663 3.49612
H -4.64983 0.61953 3.22190
H -5.12313 0.33492 5.20741
H -5.02258 -1.20250 3.89398
H -3.56743 1.69999 5.40121
H -2.30234 -2.82228 5.89715
H -1.53272 -0.41251 6.75461
H -1.00894 -0.19966 5.09168
H -0.08227 -2.14880 7.23814
H 0.17824 -2.61406 5.58176
H 1.41775 -0.45793 7.31129
H 2.22152 -1.67179 6.34696
H 1.59997 -0.40153 4.26082
H 0.84410 0.83696 5.31575
H 3.06907 1.16769 6.43419
H 3.78204 0.11397 5.14577
H 3.65448 2.80455 4.91621
H 2.06818 2.40684 4.32507
H 2.23619 -0.34263 1.53605
H 3.03588 0.59780 0.25202
H 4.00273 -0.09314 1.54670
C 2.39707 1.98749 9.85988
Br 3.61533 0.49639 9.78623
Br 2.82074 3.31988 8.53493
Br 0.57186 1.40826 9.73471
H 2.52135 2.45420 10.82559
C -1.93187 0.20793 -0.12349
Br -3.69601 -0.11237 0.53860
Br -1.21716 -1.35313 -1.00675
Br -1.84362 1.76948 -1.25241
H -1.30618 0.40127 0.73755
C -7.79237 -2.29752 2.72864
Br -6.62172 -3.82023 2.82806
Br -7.84829 -1.32522 4.38487
Br -7.26270 -1.19683 1.24319
H -8.79378 -2.64581 2.52548
C 0.04119 -1.17270 -5.13679
Br 1.27807 -2.62502 -4.86232
Br -1.78177 -1.75373 -4.96751
Br 0.42093 0.31100 -3.98082
H 0.17550 -0.83116 -6.15359
C -0.68708 6.12369 -0.52319
Br -1.61928 5.70458 -2.16105
Br -1.83096 7.04390 0.72144
Br 0.11381 4.56822 0.26380
H 0.11137 6.80257 -0.78309
C 2.07197 3.93263 -5.95924
Br 2.63112 5.13856 -7.35562
Br 0.84036 4.76282 -4.73759
Br 1.36569 2.29826 -6.68383
H 2.95300 3.67302 -5.39028
C -5.76445 -6.38270 -1.92866
Br -4.54302 -7.87561 -1.90083
Br -5.72695 -5.40873 -0.26838
Br -5.43141 -5.22453 -3.43218
H -6.75652 -6.78951 -2.05673
C -6.28451 0.33205 -2.32711
Br -5.17871 -0.75614 -3.45960
Br -6.31487 2.16594 -2.90970
Br -8.06072 -0.40130 -2.17215
H -5.83828 0.31920 -1.34069
C 3.31880 1.89753 -10.51228
Br 5.23964 1.98780 -10.61863
Br 2.49132 2.37814 -12.18522
Br 2.72493 0.17412 -9.90650
H 3.00518 2.62554 -9.77490
C -1.76855 -2.18856 10.75338
Br 0.14915 -2.02595 10.83870
Br -2.40204 -1.87971 8.97206
Br -2.38816 -3.87044 11.46717
H -2.17565 -1.41079 11.38257
C 6.22640 -1.29082 -12.85712
Br 4.33708 -1.60443 -13.01761
Br 6.86138 -1.66242 -11.08180
Br 7.22756 -2.26071 -14.18949
H 6.38960 -0.23849 -13.04064
C 11.21143 -2.23809 -10.24283
Br 10.36686 -2.59662 -11.93375
Br 9.99325 -1.43439 -8.98410
Br 12.04398 -3.81280 -9.51460
H 11.99600 -1.51890 -10.42530
C 2.89475 8.06012 -10.36150
Br 2.99478 6.15824 -10.64964
Br 1.10562 8.71911 -10.61284
Br 3.60546 8.56271 -8.64571
H 3.51596 8.52720 -11.11116
*
```

Löwdin population analysis, charges in e, atoms 1 to 8: atom 1 (C): -0.133, atom 2 (C): -0.162, atom 3 (C): -0.156, atom 4 (C): -0.354, atom 5 (O): -0.371, atom 6 (P): 0.418, atom 7 (O): -0.328, atom 8 (O): -0.309

***

3.
ORCA calculation (ωB97M-V/def2-TZVPD) on the ion C5H14N3 with charge +1 in a non-equilibrium geometry.

- LUMO level: -3.27 eV
- Molar mass: 116.19 u
- HOMO level: -13.458 eV
- SMILES: C[C@@H](N)CC/[NH+]=C/N
- E_tot: -362.93780 hartree

Structure (ORCA input):
```
! RIJCOSX wB97M-V def2-TZVPD def2/J DEFGRID3
* xyz 1 1
C 0.84672 -2.52462 1.14184
C 0.55226 -1.03632 0.93698
C -0.86634 -0.75409 0.41868
C -1.30148 0.69033 0.58225
N 0.04669 2.47338 -2.29729
C -0.88098 2.07230 -1.39884
N -0.49566 1.47245 -0.32523
N 1.53067 -0.35505 0.03026
H 1.36603 -3.12436 0.38750
H 1.31406 -2.70920 2.10777
H -0.11448 -2.98199 1.37113
H 0.65278 -0.45906 1.89626
H -1.46598 -1.38855 1.07795
H -0.98913 -1.39878 -0.46666
H -2.34385 0.83551 0.21813
H -1.15343 0.96639 1.61843
H 1.00058 2.73414 -2.08595
H -0.34300 3.16677 -2.93322
H -1.91156 2.23199 -1.72239
H 0.53074 1.37423 -0.23041
H 2.44776 -0.32440 0.46483
H 1.57760 -0.96108 -0.79202
*
```

Löwdin population analysis, charges in e, atoms 1 to 8: atom 1 (C): -0.051, atom 2 (C): -0.431, atom 3 (C): -0.168, atom 4 (C): -0.127, atom 5 (N): 0.156, atom 6 (C): -0.115, atom 7 (N): 0.050, atom 8 (N): 0.015

***

4.
ORCA calculation (ωB97M-V/def2-TZVPD) on the ion C9H12NO3P with charge -2 in a non-equilibrium geometry.

- LUMO level (spin up / spin down): 6.16 / 4.61 eV
- ⟨S²⟩: 2.021
- Molar mass: 213.17 u
- HOMO level (spin up / spin down): 3.305 / -2.743 eV
- E_tot: -971.86344 hartree

Structure (ORCA input):
```
! RIJCOSX wB97M-V def2-TZVPD def2/J DEFGRID3
* xyz -2 3
C 2.58173 1.85135 -0.62596
C 0.33744 -2.00141 -0.66754
C 2.06841 0.58727 -0.51419
C -0.43294 -0.66978 -0.61833
C 0.25777 0.50275 -0.65486
C -2.43062 -1.33596 0.63127
C 0.10641 2.39811 1.09168
C -1.87836 -1.01859 -0.68894
C -0.36224 1.89604 -0.36335
N 3.07126 2.92629 -0.75893
O 1.72515 -1.90046 -0.84952
O 3.97385 -1.34342 0.12927
O 1.80678 -1.18139 1.69179
P 2.52735 -0.98382 0.30598
H 0.06902 -2.59898 0.27219
H -0.07129 -2.65078 -1.57608
H -2.73591 -0.32601 1.14550
H -3.34739 -1.91807 0.64060
H -1.74549 -1.86698 1.19199
H 1.05745 2.70548 1.07672
H 0.06084 1.45683 1.74713
H -0.62086 3.22977 1.39937
H -1.97009 -1.99013 -1.20216
H -2.54052 -0.17101 -1.17057
H -0.11771 2.59413 -1.13337
H -1.39004 1.80878 -0.49967
*
```

Löwdin population analysis, charges in e, atoms 1 to 8: atom 1 (C): -0.321, atom 2 (C): -0.278, atom 3 (C): -0.073, atom 4 (C): -0.228, atom 5 (C): -0.079, atom 6 (C): -0.305, atom 7 (C): -0.080, atom 8 (C): -0.452

***

5.
ORCA calculation (ωB97M-V/def2-TZVPD) on a cluster of 11 separate species, C50H63F3O16 in total in a non-equilibrium geometry.

- LUMO level: 0.42 eV
- Molar mass: 977.03 u
- HOMO level: -9.015 eV
- SMILES: Fc1ccccc1.Fc1ccccc1.Fc1ccccc1.O=C1CCCO1.O=C1CCCO1.O=C1CCCO1.O=C1CCCO1.O=C1CCCO1.O=C1CCCO1.O=C1CCCO1.O=C1CCCO1
- E_tot: -3446.53900 hartree

Structure (ORCA input):
```
! RIJCOSX wB97M-V def2-TZVPD def2/J DEFGRID3
* xyz 0 1
F -2.31036 -2.84067 -3.04244
C -1.80557 -4.13062 -2.87915
C -2.08235 -5.12632 -3.80267
C -1.68608 -6.42339 -3.49563
C -1.11669 -6.67468 -2.24994
C -0.75207 -5.61608 -1.44931
C -1.10383 -4.33393 -1.75596
H -2.62511 -4.90051 -4.74907
H -1.93555 -7.22115 -4.22540
H -0.96295 -7.70794 -1.89431
H -0.09199 -5.79470 -0.61700
H -0.94967 -3.58177 -1.00436
F 2.52828 0.98867 -5.83963
C 2.51124 1.96521 -4.84657
C 1.33685 2.65067 -4.71058
C 1.19483 3.60504 -3.71044
C 2.28597 3.82603 -2.86164
C 3.46152 3.09944 -2.93946
C 3.56334 2.18529 -3.97188
H 0.43794 2.43058 -5.30416
H 0.28380 4.08411 -3.43843
H 2.23229 4.65642 -2.18314
H 4.26762 3.20628 -2.21202
H 4.41950 1.51131 -3.95504
F -1.44524 -1.15744 0.73524
C -0.45751 -0.50077 0.04255
C -0.42330 -0.49886 -1.34084
C 0.70090 0.12662 -1.93570
C 1.66433 0.73399 -1.14712
C 1.60079 0.71578 0.26449
C 0.49049 0.11128 0.84515
H -1.17941 -1.00764 -1.94240
H 0.77500 0.11069 -3.00624
H 2.50871 1.18485 -1.61394
H 2.44122 1.17417 0.80483
H 0.27498 0.00762 1.90986
O 4.51007 3.15046 0.34379
C 3.87716 3.78510 1.12363
O 3.22125 4.95231 0.71392
C 2.37657 5.45906 1.73704
C 2.54799 4.57732 3.01105
C 3.61060 3.56420 2.57446
H 1.35438 5.42799 1.30842
H 2.59670 6.47311 1.96336
H 1.69365 4.01871 3.31739
H 2.96508 5.19173 3.85208
H 3.37832 2.51845 2.76618
H 4.56372 3.79752 3.00310
O 3.42271 1.25404 5.17825
C 3.10533 0.09740 4.88251
O 3.11761 -0.85271 5.91328
C 2.92324 -2.20370 5.32257
C 3.36766 -2.00732 3.89588
C 2.84939 -0.56862 3.61892
H 1.91020 -2.47807 5.49128
H 3.55947 -2.81950 5.90402
H 2.95311 -2.70619 3.16683
H 4.44197 -1.90486 3.77909
H 1.78013 -0.40875 3.51630
H 3.34963 0.01548 2.83344
O 0.91588 -2.89309 2.00531
C -0.10995 -2.65211 2.60302
O -0.22011 -1.52910 3.37744
C -1.55499 -1.32117 3.87095
C -2.22963 -2.77632 3.85449
C -1.40860 -3.46232 2.73242
H -2.10870 -0.62143 3.21626
H -1.38474 -0.91256 4.86988
H -3.26117 -2.64876 3.58909
H -2.02958 -3.30539 4.79687
H -1.98515 -3.31091 1.81861
H -1.14320 -4.49981 2.91764
O -2.91687 1.29416 -1.73410
C -2.61110 1.89645 -0.70524
O -3.14882 1.65355 0.45098
C -2.37214 2.27123 1.55332
C -1.65916 3.38411 0.88744
C -1.55795 2.91031 -0.54620
H -1.67313 1.49022 1.92928
H -3.04180 2.58654 2.35877
H -0.72473 3.53743 1.37302
H -2.16300 4.35019 0.93490
H -0.64720 2.39900 -0.78402
H -1.67806 3.67314 -1.29452
O -4.99642 2.93686 -3.99844
C -4.24043 2.00852 -4.33910
O -4.78018 0.76647 -4.48327
C -3.70632 -0.14182 -4.42001
C -2.53824 0.56074 -5.00035
C -2.81595 2.06464 -4.83047
H -4.01355 -0.94254 -5.04403
H -3.58978 -0.46298 -3.38564
H -2.41163 0.33584 -6.05935
H -1.61149 0.25586 -4.48989
H -2.77660 2.67412 -5.74479
H -2.21300 2.52382 -4.05885
O 4.96954 -1.00280 -3.11507
C 4.47527 -1.85468 -3.77222
O 5.23369 -2.71594 -4.55052
C 4.35133 -3.68490 -5.21451
C 3.19489 -3.69254 -4.23093
C 3.00617 -2.25981 -3.88506
H 4.86735 -4.60122 -5.40975
H 3.90156 -3.30949 -6.14140
H 3.55800 -4.26351 -3.37059
H 2.40949 -4.24359 -4.74211
H 2.51544 -2.01823 -2.94495
H 2.55313 -1.57427 -4.62773
O 0.64799 1.83352 3.66739
C 0.51858 1.82212 4.84836
O 0.18015 0.70504 5.53975
C 0.37356 0.87616 6.99688
C 0.48088 2.37490 7.19326
C 0.78002 2.92792 5.81949
H 1.20758 0.23649 7.23455
H -0.49449 0.50060 7.47639
H 1.34477 2.60513 7.88651
H -0.47429 2.76793 7.57475
H 1.75146 3.34216 5.61310
H 0.05162 3.71394 5.60424
O -4.12020 -1.22064 1.76368
C -4.64934 -1.02463 0.70628
O -5.59153 -0.03219 0.54208
C -6.00234 0.00207 -0.87773
C -5.68695 -1.35071 -1.41570
C -4.42756 -1.73583 -0.59854
H -5.41433 0.82617 -1.40901
H -7.05774 0.29780 -0.86639
H -5.38062 -1.31689 -2.46799
H -6.44776 -2.15046 -1.24726
H -3.58777 -1.22713 -1.05746
H -4.15791 -2.83611 -0.43770
*
```

Löwdin population analysis, charges in e, atoms 1 to 8: atom 1 (F): 0.008, atom 2 (C): -0.255, atom 3 (C): -0.020, atom 4 (C): -0.084, atom 5 (C): -0.093, atom 6 (C): -0.086, atom 7 (C): -0.030, atom 8 (H): 0.131

***

6.
ORCA calculation (ωB97M-V/def2-TZVPD) on a cluster of 9 separate species, C16H45BF4NO7 in total in a non-equilibrium geometry.

- LUMO level: 2.57 eV
- Molar mass: 450.34 u
- HOMO level: -6.963 eV
- E_tot: -1642.32184 hartree

Structure (ORCA input):
```
! RIJCOSX wB97M-V def2-TZVPD def2/J DEFGRID3
* xyz -1 1
B 0.00517 -0.22536 0.05572
F 0.63122 -1.23505 0.73854
F -0.50285 -0.78533 -1.12868
F -1.00208 0.34742 0.74365
F 0.86498 0.77028 -0.45164
C 2.73363 -1.33735 -2.08440
C 3.43342 -1.60079 -3.47145
N 3.98000 -1.75864 -4.43527
H 1.68783 -1.83874 -2.08110
H 3.39313 -1.86458 -1.28566
H 2.77061 -0.37865 -1.76426
C -3.94836 -2.16793 1.09652
C -4.38216 -0.75558 1.46399
O -5.64050 -0.70366 2.21868
H -3.32266 -2.27360 0.27914
H -4.81789 -2.64194 0.95320
H -3.46116 -2.68357 2.06950
H -4.20140 -0.01533 0.48917
H -3.58875 -0.39696 1.96599
H -6.47169 -0.67362 1.51735
C 2.94256 5.05532 -0.89501
C 2.49849 3.55366 -1.13608
O 2.00846 3.07189 0.08830
H 2.24930 5.74883 -0.39950
H 2.98124 5.54793 -1.89680
H 4.15397 5.13016 -0.58920
H 3.23210 2.97281 -1.78504
H 1.62190 3.71239 -1.85583
H 1.75938 2.30130 -0.15974
C -0.84178 2.32255 -4.97097
C -0.74913 1.66668 -3.54971
O 0.08057 0.59150 -3.51744
H -0.89640 1.63680 -5.83400
H -0.06815 3.00661 -5.20512
H -1.76615 2.74299 -5.29381
H -1.76844 1.34709 -3.43140
H -0.47544 2.34128 -2.69097
H 0.26859 0.35842 -2.54479
C -0.87867 -5.63887 -0.97055
C -0.71179 -4.12223 -1.00108
O -0.30303 -3.68998 0.28674
H -0.03811 -6.23747 -1.00381
H -1.35977 -5.94524 -2.04178
H -1.58387 -5.78892 -0.38598
H -1.56927 -3.44217 -1.52011
H 0.10094 -3.84988 -1.77062
H -0.03651 -2.81357 0.31208
C 0.22749 -0.86526 3.83869
C -1.28211 -1.09355 3.82674
O -1.63838 -1.99521 4.89216
H 0.68349 -1.95682 3.46727
H 0.53934 -0.49485 4.90363
H 0.64297 -0.17895 3.12082
H -1.73380 -1.63206 3.00477
H -1.90544 -0.02326 4.01768
H -2.51629 -2.15665 4.85819
C 4.99445 -1.92534 2.14677
C 3.76143 -1.27429 1.49000
O 2.86399 -2.34246 1.26504
H 4.78739 -2.28129 3.10584
H 5.63836 -1.09908 2.54087
H 5.43566 -2.62692 1.43781
H 4.07939 -0.72011 0.75714
H 3.55013 -0.56455 2.40917
H 2.11877 -2.04091 0.94627
C -2.69994 4.61578 0.92056
C -1.59754 3.96779 0.27310
O -2.02895 2.67563 -0.22348
H -2.42200 5.58303 1.18294
H -3.03500 4.13584 1.81301
H -3.71082 4.62450 0.49893
H -0.67774 3.95204 0.87685
H -1.46510 4.49261 -0.75344
H -1.62117 1.86342 0.25591
*
```

Löwdin population analysis, charges in e, atoms 1 to 8: atom 1 (B): -1.331, atom 2 (F): 0.150, atom 3 (F): 0.116, atom 4 (F): 0.192, atom 5 (F): 0.120, atom 6 (C): -0.026, atom 7 (C): -0.245, atom 8 (N): 0.091